{
  "formula": "CH4N2O2",
  "method": "ωB97M-V/def2-TZVPD",
  "species": ["C", "H", "H", "H", "H", "N", "N", "O", "O"],
  "positions_angstrom": [[-0.236, 0.280, -0.112], [-1.503, -1.239, -0.391], [-2.213, 0.314, -0.223], [0.969, -1.220, 0.790], [1.656, 1.047, 0.256], [-1.449, -0.283, -0.035], [0.870, -0.577, -0.089], [-0.130, 1.516, -0.022], [2.035, 0.161, -0.175]],
  "mulliken_charge": [0.56, 0.25, 0.25, 0.27, 0.35, -0.40, -0.23, -0.66, -0.39],
  "molar_mass_da": 76.055,
  "orbital_gap_ev": 10.51,
  "smiles": "NC(=O)NO",
  "multiplicity": 1,
  "relative_energy_kcal_mol": 22.0,
  "lumo_ha": 0.0259,
  "e_tot_ev": -8175.73233
}

---

{
  "formula": "C39H42O5S2",
  "method": "ωB97M-V/def2-TZVPD",
  "species": ["C", "C", "C", "C", "C", "C", "O", "S", "O", "O", "S", "C", "O", "O", "C", "C", "H", "H", "H", "H", "H", "H", "H", "H", "H", "H", "H", "H", "C", "C", "C", "C", "C", "C", "H", "H", "H", "H", "H", "H", "C", "C", "C", "C", "C", "C", "H", "H", "H", "H", "H", "H", "C", "C", "C", "C", "C", "C", "H", "H", "H", "H", "H", "H", "C", "C", "C", "C", "C", "C", "H", "H", "H", "H", "H", "H", "C", "C", "C", "C", "C", "C", "H", "H", "H", "H", "H", "H"],
  "positions_angstrom": [[-4.431, -2.441, -2.183], [-2.990, -1.602, -2.152], [-1.572, -2.235, -2.722], [-0.213, -1.308, -2.667], [-0.323, 0.232, -2.041], [0.991, 1.257, -1.992], [0.627, 2.640, -2.343], [0.156, 2.794, -3.974], [0.615, 1.548, -4.827], [-1.553, 2.792, -4.044], [-2.210, 4.311, -3.614], [-2.138, 4.679, -1.763], [-3.743, 4.273, -3.978], [-1.622, 5.496, -4.474], [-1.735, 0.858, -1.459], [-3.098, -0.066, -1.512], [-5.363, -1.703, -2.172], [-4.494, -3.055, -1.187], [-4.503, -3.200, -3.075], [-1.499, -3.314, -3.192], [0.841, -1.646, -3.047], [1.326, 1.282, -0.846], [1.916, 0.829, -2.578], [-2.530, 5.794, -1.597], [-2.859, 3.988, -1.119], [-1.020, 4.612, -1.362], [-1.746, 1.976, -1.039], [-4.119, 0.393, -1.108], [-6.082, 5.358, -5.605], [-7.030, 4.482, -6.134], [-8.007, 4.956, -7.009], [-8.030, 6.305, -7.364], [-7.079, 7.180, -6.838], [-6.108, 6.708, -5.956], [-5.323, 4.989, -4.921], [-7.008, 3.430, -5.863], [-8.749, 4.275, -7.415], [-8.788, 6.674, -8.049], [-7.096, 8.231, -7.116], [-5.371, 7.391, -5.542], [2.392, -1.103, 2.314], [1.463, -0.101, 2.034], [1.408, 1.042, 2.831], [2.289, 1.188, 3.903], [3.220, 0.188, 4.181], [3.269, -0.960, 3.390], [2.433, -1.995, 1.695], [0.782, -0.212, 1.194], [0.680, 1.820, 2.616], [2.249, 2.081, 4.521], [3.907, 0.302, 5.016], [3.991, -1.742, 3.610], [-0.083, -8.223, -3.848], [0.135, -7.013, -4.505], [0.257, -5.833, -3.772], [0.170, -5.865, -2.380], [-0.044, -7.076, -1.723], [-0.175, -8.255, -2.457], [-0.181, -9.142, -4.420], [0.209, -6.989, -5.589], [0.420, -4.888, -4.285], [0.270, -4.946, -1.808], [-0.110, -7.101, -0.638], [-0.347, -9.198, -1.945], [3.261, -4.376, 6.761], [4.006, -5.552, 6.683], [4.143, -6.213, 5.463], [3.542, -5.691, 4.317], [2.800, -4.513, 4.394], [2.656, -3.857, 5.616], [3.152, -3.863, 7.713], [4.480, -5.955, 7.575], [4.718, -7.133, 5.404], [3.652, -6.204, 3.364], [2.333, -4.106, 3.500], [2.073, -2.942, 5.677], [5.071, 4.430, 7.845], [5.816, 3.254, 7.767], [5.953, 2.593, 6.547], [5.352, 3.115, 5.401], [4.610, 4.293, 5.478], [4.466, 4.949, 6.700], [4.962, 4.943, 8.797], [6.290, 2.851, 8.659], [6.528, 1.673, 6.488], [5.462, 2.602, 4.449], [4.143, 4.700, 4.584], [3.883, 5.864, 6.761]],
  "mulliken_charge": [-0.98, 0.59, -0.30, -0.60, 0.56, -0.54, -0.31, 0.66, -0.51, -0.20, 1.05, -0.78, -0.62, -0.59, -0.05, -0.70, 0.29, 0.26, 0.30, 0.23, 0.26, 0.20, 0.34, 0.35, 0.31, 0.30, 0.20, 0.19, -0.10, -0.56, -0.29, -0.43, -0.26, -0.55, 0.53, 0.36, 0.35, 0.34, 0.35, 0.36, -0.59, -0.35, -0.51, -0.42, -0.64, -0.34, 0.42, 0.64, 0.37, 0.41, 0.49, 0.53, -0.35, -0.45, -0.26, -0.28, -0.44, -0.36, 0.35, 0.35, 0.36, 0.37, 0.37, 0.35, -0.40, -0.37, -0.34, -0.45, -0.31, -0.36, 0.36, 0.35, 0.35, 0.36, 0.38, 0.43, -0.35, -0.41, -0.36, -0.36, -0.42, -0.38, 0.35, 0.35, 0.38, 0.46, 0.38, 0.36],
  "molar_mass_da": 654.894,
  "orbital_gap_ev": 8.17,
  "multiplicity": 1,
  "lumo_ha": -0.0166,
  "e_tot_ev": -73018.42326
}

---

{
  "formula": "C6H8N2S2",
  "method": "ωB97M-V/def2-TZVPD",
  "species": ["C", "C", "C", "C", "C", "C", "N", "N", "S", "S", "H", "H", "H", "H", "H", "H", "H", "H"],
  "positions_angstrom": [[1.254, -1.153, -0.063], [0.194, 1.904, 0.255], [-0.975, -0.736, -0.806], [1.960, -1.993, 0.682], [-0.350, 2.725, 1.190], [-2.263, -1.294, -1.288], [-0.003, -1.465, -0.396], [1.500, 1.501, 0.310], [2.048, 0.372, -0.899], [-0.937, 1.110, -0.859], [3.071, -1.864, 0.801], [1.407, -2.827, 1.184], [-1.440, 2.890, 1.305], [0.155, 3.310, 2.018], [-2.622, -1.998, -0.514], [-2.174, -1.931, -2.115], [-2.889, -0.592, -1.725], [2.063, 2.041, 0.921]],
  "mulliken_charge": [0.26, 0.77, 0.68, -0.58, -0.94, -1.24, -0.56, -0.28, -0.09, -0.29, 0.23, 0.27, 0.24, 0.22, 0.28, 0.37, 0.45, 0.20],
  "molar_mass_da": 172.278,
  "orbital_gap_ev": 8.42,
  "smiles": "C=c1nc(C)sc(=C)[nH]s1",
  "multiplicity": 1,
  "relative_energy_kcal_mol": 73.4,
  "lumo_ha": 0.0156,
  "e_tot_ev": -30999.27613
}

---

It is found that the strongest force on any atom values, taken in the order of the records, are 3.09; 8.88; 3.89 eV/A.